(1)
H8O4 | ωB97M-V/def2-TZVPD

Structure (XYZ):
```
12
H8O4 | OMol25 | ωB97M-V/def2-TZVPD
O -0.298 1.068 -0.755
H -0.442 1.268 0.161
H 0.636 0.780 -0.792
O 1.882 -0.288 -1.607
H 1.678 -0.531 -2.517
H 2.343 -1.026 -1.330
O -0.479 -1.304 0.564
H -0.542 -0.518 0.042
H 0.447 -1.463 0.589
O -1.493 0.960 1.896
H -1.492 0.184 2.470
H -2.235 0.872 1.281
```

Computed properties:
**2S+1**: 1
**Strongest force on any atom**: 3.16 eV Å⁻¹
**SMILES**: O.O.O.O
**HOMO**: -0.3964 Ha


(2)
C6H11NO | ωB97M-V/def2-TZVPD

Structure (XYZ):
```
19
C6H11NO | OMol25 | ωB97M-V/def2-TZVPD
C -1.053 -0.381 -1.306
C -0.121 -0.421 -0.128
C 1.507 -0.393 -0.695
C 1.783 1.160 -0.624
C 0.234 0.639 0.975
C -0.824 -0.342 1.264
H -0.543 -0.055 -2.271
H -1.574 -1.492 -1.269
H -1.764 0.494 -0.915
H 1.837 -0.691 -1.721
H 2.177 -0.889 0.253
H 2.675 1.176 0.354
H 1.925 1.840 -1.646
H 1.070 0.132 1.537
H -0.359 -1.142 1.987
H -2.620 -1.572 1.459
H -2.622 0.602 1.712
N -2.364 -0.432 0.918
O 0.638 1.767 0.114
```

Computed properties:
**2S+1**: 1
**Strongest force on any atom**: 6.60 eV Å⁻¹
**HOMO**: -0.2788 Ha


(3)
CH6NO | ωB97M-V/def2-TZVPD

Structure (XYZ):
```
9
CH6NO | OMol25 | ωB97M-V/def2-TZVPD
O 1.640 0.551 -2.125
H 1.277 1.360 -1.742
C -0.937 -0.273 0.732
N 0.514 -0.106 0.631
H -1.465 -0.272 -0.223
H -1.380 0.533 1.319
H -1.236 -1.191 1.240
H 0.898 -1.016 0.397
H 0.689 0.413 -0.229
```

Computed properties:
**2S+1**: 1
**Total charge**: -1
**Strongest force on any atom**: 0.84 eV Å⁻¹
**HOMO**: -0.0874 Ha


(4)
C22H24N4O6S | ωB97M-V/def2-TZVPD

Structure (XYZ):
```
57
C22H24N4O6S | OMol25 | ωB97M-V/def2-TZVPD
C -1.076 -3.947 -1.714
C -2.184 -3.603 -0.720
N -1.729 -2.943 0.480
C -1.339 -3.692 1.649
C -0.038 -4.480 1.500
S -1.579 -1.303 0.475
O -1.667 -0.846 1.836
O -2.544 -0.775 -0.450
C 0.064 -0.971 -0.150
C 0.220 -0.606 -1.474
C 1.491 -0.431 -1.988
C 2.611 -0.612 -1.174
N 3.883 -0.479 -1.743
C 5.018 0.143 -1.308
O 6.058 -0.001 -1.908
C 4.921 1.070 -0.104
O 3.639 1.658 -0.014
C 3.046 1.666 1.202
O 3.623 1.337 2.210
C 1.617 1.991 1.105
C 0.808 1.746 2.216
C -0.561 1.787 2.097
C -1.151 2.066 0.862
N -2.532 1.932 0.765
C -3.291 1.991 -0.373
O -2.921 2.439 -1.427
C -4.688 1.409 -0.142
C -5.651 1.886 -1.099
N -6.437 2.265 -1.836
C -0.345 2.426 -0.218
C 1.027 2.376 -0.097
C 2.437 -0.986 0.158
C 1.162 -1.152 0.669
H -1.519 -4.392 -2.602
H -0.538 -3.050 -2.008
H -0.366 -4.653 -1.293
H -2.720 -4.511 -0.426
H -2.890 -2.920 -1.195
H -1.242 -2.952 2.445
H -2.152 -4.377 1.916
H 0.750 -3.850 1.093
H 0.274 -4.844 2.476
H -0.176 -5.337 0.847
H -0.660 -0.449 -2.079
H 1.624 -0.145 -3.020
H 3.984 -0.858 -2.678
H 5.149 0.531 0.825
H 5.680 1.850 -0.235
H 1.277 1.486 3.152
H -1.185 1.549 2.945
H -2.938 1.465 1.566
H -5.049 1.629 0.866
H -4.574 0.325 -0.258
H -0.800 2.700 -1.155
H 1.650 2.614 -0.944
H 3.296 -1.152 0.789
H 1.011 -1.417 1.703
```

Computed properties:
**2S+1**: 1
**Strongest force on any atom**: 1.11 eV Å⁻¹
**SMILES**: CCN(CC)S(=O)(=O)c1ccc(NC(=O)COC(=O)c2ccc(NC(=O)CC#N)cc2)cc1
**HOMO**: -0.3267 Ha


(5)
C3H11N | ωB97M-V/def2-TZVPD

Structure (XYZ):
```
15
C3H11N | OMol25 | ωB97M-V/def2-TZVPD
C 1.297 1.160 0.989
C 0.922 -0.329 0.956
N 0.034 -0.669 2.118
H 0.627 1.737 1.621
H 2.320 1.284 1.351
H 1.279 1.614 -0.010
H 0.320 -0.437 0.053
H 1.752 -1.016 1.035
H -0.821 -1.094 1.782
H 0.464 -1.405 2.659
C -1.679 -0.168 -2.458
H -2.706 0.188 -2.546
H -1.480 -1.006 -1.808
H -0.993 0.672 -2.305
H -1.336 -0.531 -3.436
```

Computed properties:
**2S+1**: 1
**Strongest force on any atom**: 1.99 eV Å⁻¹
**SMILES**: CCN.C
**HOMO**: -0.3427 Ha


(6)
C12H36O6S4 | ωB97M-V/def2-TZVPD

Structure (XYZ):
```
58
C12H36O6S4 | OMol25 | ωB97M-V/def2-TZVPD
C 0.344 -1.843 -5.138
C 0.139 -0.577 -4.344
O 0.826 -0.508 -3.118
H 1.492 -2.111 -5.431
H -0.187 -2.000 -6.051
H 0.121 -2.698 -4.432
H -0.952 -0.441 -4.108
H 0.293 0.294 -4.905
H 0.369 0.112 -2.484
C -2.770 1.676 -2.691
C -3.281 1.021 -1.424
O -2.366 0.105 -0.886
H -1.759 1.938 -2.373
H -3.098 2.757 -2.845
H -2.694 1.152 -3.621
H -4.200 0.576 -1.531
H -3.528 1.921 -0.640
H -1.636 0.533 -0.893
C 1.167 1.472 1.724
S 0.811 2.076 0.078
O 0.093 0.989 -0.722
C -0.459 3.211 0.630
H 2.176 0.730 1.465
H 0.283 0.831 1.678
H 1.455 2.264 2.571
H -0.936 3.591 -0.136
H 0.009 3.853 1.292
H -1.241 2.539 0.945
C -4.544 0.537 2.727
S -3.695 1.418 3.964
O -4.162 0.897 5.304
C -2.100 0.665 3.705
H -3.972 0.362 1.650
H -5.456 1.139 2.711
H -4.905 -0.376 3.147
H -1.839 0.926 2.620
H -2.043 -0.369 3.851
H -1.432 1.157 4.478
C -0.529 -2.113 1.236
S -0.400 -3.722 0.387
O -1.840 -4.099 0.239
C 0.056 -3.159 -1.216
H -0.932 -1.390 0.438
H 0.536 -1.865 1.501
H -0.987 -2.072 2.350
H -0.029 -4.007 -1.919
H 1.011 -2.740 -1.207
H -0.656 -2.453 -1.481
C 7.002 0.028 1.330
S 5.425 0.312 2.211
O 4.847 1.597 1.667
C 4.600 -0.812 1.203
H 7.532 0.786 1.898
H 7.125 0.353 0.188
H 7.606 -0.889 1.669
H 5.062 -1.840 1.302
H 4.645 -0.767 0.096
H 3.607 -0.979 1.360
```

Computed properties:
**2S+1**: 1
**Strongest force on any atom**: 9.33 eV Å⁻¹
**HOMO**: -0.3139 Ha


The records above give, respectively, frontier orbital gap values of 0.4128, 0.2898, 0.2457, 0.3302, 0.3795, 0.3220 Eh.
The records above give, respectively, ΔE to the lowest compared entry with this formula, charge and spin values of 21.6, 261.6, 5.8, 17.2, 13.2, 0.0 kcal/mol.
The records above give, respectively, total energy values of -8319.739, -9927.112, -4671.118, -52284.959, -4778.923, -68644.513 eV.